The following is a DFT calculation (ωB97M-V/def2-TZVPD) of a molecular structure, C27H33N5O2RhS.

ORCA input file:
```
! wB97M-V def2-TZVPD RIJCOSX def2/J DEFGRID3
* xyz 1 5
Rh 0.314 0.156 2.143
C -0.252 2.722 3.749
N 0.825 2.357 2.813
C 2.127 2.385 3.512
C 2.399 1.120 4.323
C 3.129 0.014 3.576
N 2.374 -0.551 2.449
C 3.032 -1.036 1.472
C 2.485 -1.809 0.350
C 3.395 -2.286 -0.562
C 3.022 -3.150 -1.603
C 1.700 -3.581 -1.730
C 0.750 -3.129 -0.857
C 1.081 -2.206 0.212
O 0.166 -1.793 0.949
C 0.806 3.251 1.622
C 0.202 2.651 0.352
C -1.258 2.236 0.403
N -1.423 1.067 1.265
C -2.523 0.409 1.252
C -2.870 -0.652 2.164
C -4.119 -1.276 1.950
C -4.616 -2.220 2.809
C -3.863 -2.550 3.947
C -2.654 -1.954 4.195
C -2.105 -1.004 3.306
O -0.940 -0.477 3.611
H -0.098 3.739 4.129
H -0.276 2.020 4.580
H -1.213 2.662 3.245
H 2.170 3.265 4.165
H 2.912 2.512 2.764
H 1.465 0.732 4.738
H 3.027 1.376 5.179
H 3.301 -0.813 4.269
H 4.108 0.360 3.226
H 4.123 -0.945 1.462
H 4.437 -2.006 -0.464
H 3.774 -3.496 -2.298
H 1.428 -4.258 -2.528
H -0.289 -3.418 -0.930
H 1.835 3.529 1.394
H 0.285 4.179 1.881
H 0.800 1.790 0.025
H 0.321 3.396 -0.439
H -1.610 2.004 -0.605
H -1.866 3.059 0.796
H -3.298 0.698 0.535
H -4.690 -0.981 1.077
H -5.571 -2.691 2.626
H -4.245 -3.283 4.646
H -2.073 -2.202 5.074
C -3.043 0.476 -6.088
C -1.643 0.201 -5.652
C -0.575 0.041 -6.481
C 0.681 -0.222 -5.887
N 0.866 -0.310 -4.587
C -0.187 -0.142 -3.752
S -0.075 -0.218 -2.085
N -1.416 0.103 -4.322
C 1.894 -0.415 -6.744
H -3.108 0.489 -7.172
H -3.377 1.443 -5.708
H -3.720 -0.290 -5.707
H -0.693 0.109 -7.551
H -2.178 0.207 -3.665
H 1.662 -0.369 -7.806
H 2.346 -1.380 -6.513
H 2.629 0.352 -6.502
*
```

HOMO level (alpha / beta) (eV): -9.844 / -10.122
DFT total energy (a.u.): -1981.3930
Energy relative to the best compared isomer or geometry (same formula, charge and spin) (kJ/mol): 56.2
Orbital gap (alpha / beta) (Eh): 0.2706 / 0.1916
⟨S²⟩: 6.0582
LUMO energy (alpha / beta) (eV): -2.480 / -4.910

Löwdin atomic charge list, values in e, 6 entries:
1. Rh 1.154
2. C -0.075
3. N -0.279
4. C -0.189
5. C -0.172
6. C -0.196



The following is a DFT calculation (ωB97M-V/def2-TZVPD) of a molecular structure, C27H33N6O11ReS2Se at a distorted geometry.

ORCA input file:
```
! wB97M-V def2-TZVPD RIJCOSX def2/J DEFGRID3
* xyz 1 4
Re 1.335 -1.078 0.481
C -0.465 0.372 4.798
C 0.015 -0.883 4.085
C -0.007 -2.115 4.980
O -0.778 -1.164 2.947
C 1.502 -0.655 3.682
O 2.301 -0.362 4.536
O 1.872 -0.792 2.413
H -1.472 0.215 5.189
H -0.490 1.217 4.101
H 0.203 0.621 5.618
H -0.981 -2.212 5.462
H 0.766 -2.041 5.742
H 0.177 -3.004 4.373
H -1.229 -0.376 2.634
O 5.561 -2.055 -3.463
C 6.072 -1.966 -2.251
O 7.249 -1.980 -2.022
C 5.108 -1.837 -1.109
C 5.503 -1.773 0.220
N 4.404 -1.635 0.971
N 3.316 -1.612 0.204
C 3.716 -1.720 -1.063
C 2.615 -1.672 -2.077
O 2.834 -1.872 -3.254
O 1.440 -1.420 -1.565
H 4.578 -2.043 -3.487
H 6.498 -1.825 0.632
H 4.312 -1.532 1.974
C -4.209 6.521 0.243
C -3.297 5.685 -0.613
C -3.351 5.758 -2.002
C -2.524 4.972 -2.790
C -1.633 4.107 -2.176
C -1.548 4.024 -0.793
C -2.383 4.811 -0.020
S -0.617 3.073 -3.178
O -0.453 3.679 -4.464
O 0.534 2.712 -2.393
N -1.534 1.715 -3.426
C -1.246 0.510 -2.638
C -2.150 0.414 -1.402
C -1.607 -0.561 -0.377
O -2.194 -1.594 -0.128
O -0.499 -0.194 0.262
H -4.793 7.213 -0.361
H -3.639 7.097 0.974
H -4.900 5.883 0.798
H -4.045 6.441 -2.476
H -2.554 5.025 -3.872
H -0.823 3.359 -0.340
H -2.333 4.756 1.061
H -1.609 1.569 -4.426
H -0.206 0.521 -2.323
H -1.393 -0.360 -3.276
H -3.144 0.076 -1.683
H -2.221 1.401 -0.945
S 3.225 3.133 -0.240
C 2.016 3.184 0.969
C 1.485 1.956 1.151
N 2.036 0.983 0.344
C 2.963 1.480 -0.443
H 1.759 4.101 1.474
H 0.709 1.694 1.852
H 3.520 0.906 -1.169
C 0.096 -4.394 -2.333
N -0.959 -4.401 -1.326
C -2.247 -4.831 -1.549
C -2.907 -4.731 -0.375
N -2.017 -4.247 0.550
C -2.366 -3.916 1.926
C -0.838 -4.030 -0.042
Se 0.738 -3.496 0.849
H -0.300 -4.826 -3.247
H 0.942 -4.987 -1.992
H 0.428 -3.381 -2.529
H -2.578 -5.177 -2.513
H -3.932 -4.950 -0.130
H -2.820 -4.780 2.404
H -3.065 -3.083 1.924
H -1.471 -3.617 2.460
*
```

HOMO level (alpha / beta) (eV): -11.470 / -11.470
DFT total energy (a.u.): -5480.8811
Orbital gap (alpha / beta) (Eh): 0.3174 / 0.2590
⟨S²⟩: 3.7707
LUMO energy (alpha / beta) (eV): -2.833 / -4.423

Löwdin atomic charge list, values in e, 6 entries:
1. Re 1.528
2. C 0.001
3. C -0.536
4. C 0.005
5. O -0.057
6. C -0.526



The following is a DFT calculation (ωB97M-V/def2-TZVPD) of a molecular structure, C27H34Br2Cl3N2O5Sn.

ORCA input file:
```
! wB97M-V def2-TZVPD RIJCOSX def2/J DEFGRID3
* xyz -1 1
Sn -0.784 0.428 0.239
C 0.961 -3.030 -0.334
C 0.215 -2.520 -1.517
C 0.073 -3.378 -2.636
C -0.574 -2.962 -3.754
C -1.060 -1.639 -3.822
C -1.672 -1.066 -4.964
Br -1.967 -2.112 -6.522
C -2.040 0.244 -4.971
C -1.815 1.048 -3.843
Br -2.276 2.875 -3.949
C -1.243 0.556 -2.685
O -0.991 1.296 -1.648
C -0.875 -0.835 -2.681
N -0.286 -1.300 -1.538
H 1.700 -3.764 -0.657
H 0.289 -3.519 0.367
H 1.460 -2.224 0.193
H 0.484 -4.376 -2.572
H -0.697 -3.619 -4.604
H -2.496 0.685 -5.847
Cl 3.108 -0.213 0.968
C 3.696 0.745 -0.381
Cl 2.735 0.528 -1.858
H 4.711 0.440 -0.604
H 3.644 1.793 -0.105
C -4.891 1.004 1.683
C -3.643 1.336 0.866
C -4.031 1.991 -0.455
C -2.827 0.054 0.653
H -5.512 1.891 1.830
H -4.623 0.606 2.663
H -5.497 0.250 1.170
H -3.036 2.041 1.441
H -4.679 1.323 -1.033
H -3.160 2.220 -1.069
H -4.578 2.921 -0.285
H -3.264 -0.565 -0.137
H -2.842 -0.565 1.550
C -0.944 4.609 -0.484
C 0.555 4.452 -0.218
C 1.206 3.499 -1.205
C 0.835 4.124 1.238
C 1.405 5.155 1.980
C 1.650 5.044 3.335
C 1.321 3.853 3.961
C 0.756 2.789 3.270
C 0.463 1.548 4.100
C -1.015 1.152 4.157
C 1.371 0.385 3.715
C 0.467 2.901 1.873
N -0.342 1.972 1.262
H -1.112 4.980 -1.499
H -1.391 5.313 0.221
H -1.451 3.651 -0.388
H 1.013 5.434 -0.385
H 0.785 2.505 -1.117
H 2.285 3.446 -1.035
H 1.043 3.834 -2.234
H 1.648 6.082 1.469
H 2.079 5.868 3.892
H 1.505 3.739 5.024
H 0.745 1.822 5.123
H -1.358 0.748 3.208
H -1.635 2.017 4.403
H -1.167 0.384 4.920
H 1.224 0.103 2.680
H 1.157 -0.494 4.327
H 2.419 0.662 3.854
O -2.038 -2.878 1.128
Cl -1.181 -2.577 2.247
O -1.953 -2.203 3.391
O -0.339 -3.704 2.538
O -0.314 -1.444 1.876
*
```

HOMO level (eV): -4.374
DFT total energy (a.u.): -8277.6904
Energy relative to the best compared isomer or geometry (same formula, charge and spin) (kJ/mol): 209.5
Orbital gap (Eh): 0.2337
LUMO energy (eV): 1.985

Löwdin atomic charge list, values in e, 6 entries:
1. Sn 1.295
2. C -0.029
3. C -0.282
4. C -0.001
5. C -0.021
6. C -0.188



Which of these has the highest DFT total energy? C27H33N5O2RhS